{
  "formula": "C70H54N4O8P2RuS2",
  "method": "wB97M-V/def2-TZVPD",
  "elements": ["C", "S", "H", "C", "C", "O", "C", "P", "C", "H", "C", "N", "C", "C", "C", "C", "H", "C", "C", "C", "C", "H", "H", "H", "H", "C", "C", "H", "C", "C", "C", "C", "C", "H", "H", "C", "C", "H", "H", "C", "N", "H", "H", "H", "H", "H", "C", "Ru", "C", "H", "C", "H", "C", "H", "C", "C", "H", "H", "H", "H", "H", "C", "H", "P", "H", "C", "C", "C", "H", "N", "C", "C", "H", "C", "O", "C", "N", "H", "O", "C", "C", "C", "C", "C", "C", "C", "H", "H", "C", "H", "H", "H", "C", "H", "C", "C", "O", "C", "H", "C", "H", "H", "H", "C", "S", "C", "H", "H", "C", "C", "H", "O", "O", "C", "C", "H", "C", "H", "H", "C", "H", "H", "H", "C", "O", "H", "O", "C", "C", "H", "H", "C", "C", "C", "H", "C", "C", "C", "C", "C", "H"],
  "xyz": [[-4.29, -1.76, 2.54], [-0.84, 1.53, 5.35], [-3.70, 4.36, -0.58], [1.69, -3.51, 4.15], [-0.85, -3.57, -0.34], [-4.75, -0.90, -3.15], [-3.32, -3.62, 3.68], [-0.54, -2.25, 0.92], [1.49, -4.17, 1.47], [-1.87, -6.19, -2.98], [-0.18, 1.59, 3.70], [-5.84, 3.85, -2.10], [-2.08, -2.52, 1.93], [3.01, -0.84, -1.96], [-5.27, 3.49, 3.34], [-0.48, 0.40, -4.68], [6.11, -1.22, 5.43], [4.47, 2.27, -0.80], [-0.58, -1.51, -3.26], [-0.24, -0.17, -3.43], [6.57, -2.58, 3.84], [1.43, 4.65, 3.47], [-0.27, -4.24, -5.99], [-0.83, 3.92, 5.20], [-1.26, -5.11, 1.09], [-0.88, 4.26, -3.35], [-2.71, -4.19, -4.68], [4.52, 1.52, -1.58], [-1.23, -4.85, 0.04], [4.37, -1.46, 2.52], [4.15, 0.19, -4.27], [5.43, 4.08, 0.46], [-1.41, -1.65, -5.49], [1.78, -3.23, 5.20], [2.57, -1.21, -1.04], [-1.56, -5.80, -0.91], [1.60, 3.32, -2.55], [4.85, -2.81, 0.93], [-4.08, 4.35, 1.76], [1.43, 4.66, -2.85], [0.72, 2.45, 3.44], [0.77, -4.17, -4.56], [-1.54, 2.24, -3.15], [-6.17, 2.61, 5.08], [-5.67, 1.28, -2.81], [-2.02, 0.42, -0.74], [-2.89, 3.84, 3.46], [0.70, 0.63, 0.76], [4.25, -1.30, -2.39], [-5.24, -2.79, 4.17], [2.45, -4.56, 3.65], [-1.82, -6.81, -0.61], [3.27, 2.32, -0.04], [5.80, -1.12, -3.86], [0.83, -2.81, 3.33], [-4.80, 2.90, -1.70], [-2.78, -4.01, -5.76], [4.16, -0.23, 4.26], [-2.90, -5.25, -4.52], [-3.49, -3.62, -4.18], [-1.97, 4.19, 2.99], [2.34, 0.15, -2.68], [2.26, 5.51, 2.15], [0.70, 0.68, -2.07], [6.26, 4.74, 0.68], [2.91, 0.65, -3.84], [-3.75, 3.33, -0.90], [-0.21, -4.49, -4.92], [2.58, 2.96, -2.24], [1.45, 2.30, 2.29], [-4.06, 2.87, 5.31], [3.21, -0.91, 1.88], [2.94, -5.70, 1.90], [-3.16, -1.66, 1.75], [-0.55, 2.24, 0.33], [-1.13, -2.28, -4.28], [-3.96, -0.65, -2.27], [-1.37, -4.21, 3.07], [-6.76, 3.44, -2.78], [0.19, 5.14, -3.23], [-2.81, 1.12, -0.97], [6.22, -3.02, 2.57], [-1.58, -5.45, -2.25], [-2.86, 3.32, 4.74], [-1.09, -0.32, -5.69], [5.13, -2.47, 1.91], [-5.10, -1.05, 2.41], [0.61, 4.90, 1.93], [-3.87, 0.72, -1.78], [0.23, -2.00, 3.73], [4.20, 4.89, 1.99], [-1.75, 3.29, 6.58], [3.18, 3.30, 0.98], [0.04, 6.20, -3.42], [0.54, 2.43, -2.63], [4.74, -1.01, 3.79], [-0.31, -2.04, -2.03], [2.20, -0.47, 1.38], [-0.20, 1.43, -4.86], [-1.58, 3.20, 5.51], [-1.85, 4.62, -3.65], [-1.86, -2.21, -6.30], [4.59, 0.59, -5.18], [2.35, -4.88, 2.30], [-0.78, 0.36, 2.66], [4.26, 4.16, 1.19], [-3.38, -4.40, 4.44], [-0.28, -5.57, -4.81], [-4.37, -2.73, 3.52], [-2.76, 2.44, -0.55], [1.43, -4.44, 0.43], [2.29, 1.56, -0.37], [-5.74, 4.99, -1.72], [-1.55, 3.00, 0.20], [4.83, -0.78, -3.54], [-6.20, 3.57, 2.79], [-0.80, -3.27, -1.70], [-4.04, 2.44, 6.31], [3.13, -5.11, 4.29], [0.69, -3.15, 1.98], [-1.30, 0.15, -6.65], [4.78, -2.05, -1.81], [6.79, -3.81, 2.10], [-0.70, 2.92, -3.05], [-1.63, 4.17, 0.57], [-3.11, -0.88, 1.00], [-3.22, -1.47, -1.79], [-1.33, -3.78, -4.13], [5.52, 3.12, -0.55], [6.43, 3.04, -1.14], [7.42, -3.02, 4.36], [-2.19, -3.52, 2.89], [-4.87, 1.60, -2.16], [-4.09, 3.93, 2.76], [2.39, 1.41, -4.42], [-5.25, 2.96, 4.62], [-1.23, -4.18, -2.67], [5.83, -1.57, 4.45], [2.04, 3.37, 1.88], [1.58, 4.70, 2.40], [2.27, 5.34, -2.77]],
  "charge": -1,
  "total_energy_ev": -138633.6531,
  "e_above_lowest_kcal_mol": 21.9,
  "multiplicity": 2
}